## P
{
  "formula": "C3H4F2O",
  "method": "wB97M-V/def2-TZVPD",
  "species": ["C", "C", "C", "O", "F", "F", "H", "H", "H", "H"],
  "xyz": [[-1.6512, -0.4404, 1.2346], [-1.3338, -0.6900, 0.0134], [1.2380, 0.5024, -0.6280], [2.2841, -0.3104, -0.9528], [1.4800, 1.3399, 0.3789], [0.6795, 1.1846, -1.5892], [-2.5869, -0.7041, 1.6681], [-1.2210, 0.0673, 2.1146], [-1.8441, -0.9903, -0.7873], [2.9554, 0.0410, -1.4521]],
  "nbo_charge": [-0.511, -0.135, 0.938, -0.721, -0.332, -0.324, 0.205, 0.231, 0.164, 0.486],
  "spin_multiplicity": 1,
  "orbital_gap_ev": [7.0, 7.0],
  "homo_energy_ev": [-7.93, -7.93],
  "mol_weight_g_mol": 94.1
}

=====

## Q
{
  "formula": "C3H4F2O",
  "method": "wB97M-V/def2-TZVPD",
  "species": ["O", "C", "C", "F", "C", "F", "H", "H", "H", "H"],
  "xyz": [[-0.8028, 0.8821, 1.4375], [-0.2209, -0.1501, 0.7258], [1.0320, -0.0319, -0.1351], [1.6242, -1.2459, -0.2048], [-0.1265, 0.2002, -1.0631], [-0.3978, -0.7830, -2.0461], [-1.5929, 0.4341, 1.6519], [-0.7255, -1.0783, 0.8986], [1.8741, 0.6719, 0.0414], [-0.6639, 1.1009, -1.3060]],
  "nbo_charge": [-0.665, 0.040, 0.144, -0.324, 0.096, -0.348, 0.475, 0.194, 0.191, 0.198],
  "spin_multiplicity": 1,
  "orbital_gap_ev": 9.4,
  "smiles": "O[C@@H]1[C@@H](F)[C@H]1F",
  "homo_energy_ev": -8.64,
  "mol_weight_g_mol": 94.1
}

=====

## R
{
  "formula": "C3H4F2O",
  "method": "wB97M-V/def2-TZVPD",
  "species": ["C", "C", "C", "O", "F", "F", "H", "H", "H", "H"],
  "xyz": [[-0.2057, 0.3683, -0.9096], [2.8171, -0.4079, -0.5503], [-0.0762, -0.8153, -0.3067], [-0.4323, -1.1381, 0.9721], [3.3366, 0.8227, -0.4122], [3.0321, -0.8789, 0.6880], [-0.6074, 1.0389, -0.1488], [0.2360, -1.6970, -0.8609], [0.3175, 0.7757, -1.7715], [-0.7575, -0.3666, 1.5430]],
  "nbo_charge": [-0.548, 0.681, 0.169, -0.686, -0.350, -0.347, 0.177, 0.187, 0.234, 0.484],
  "spin_multiplicity": 1,
  "orbital_gap_ev": 9.3,
  "homo_energy_ev": -9.25,
  "mol_weight_g_mol": 94.1
}

=====

Which of them is the most stable, and which is the least stable? Q and P, in that order.

=====

## P
{
  "formula": "C3H4F2O",
  "method": "wB97M-V/def2-TZVPD",
  "species": ["C", "C", "C", "H", "H", "H", "H", "O", "F", "F"],
  "xyz": [[0.8092, 0.0459, -0.0326], [-0.4292, 0.8029, -0.5918], [-0.2986, -0.7335, 0.6491], [-0.7502, 1.9396, -0.1491], [-0.2996, 0.9833, -1.7402], [-0.1319, -1.8802, 0.4794], [-0.7949, -0.8043, 1.7772], [-1.4388, -0.1304, -0.1173], [1.8506, 0.6417, 0.5838], [1.4835, -0.8650, -0.8583]],
  "nbo_charge": [0.620, -0.145, -0.174, 0.215, 0.210, 0.217, 0.231, -0.522, -0.309, -0.343],
  "spin_multiplicity": 1,
  "orbital_gap_ev": 11.3,
  "homo_energy_ev": -10.38,
  "mol_weight_g_mol": 94.1
}

=====

## Q
{
  "formula": "C3H4F2O",
  "method": "wB97M-V/def2-TZVPD",
  "species": ["F", "C", "F", "C", "C", "O", "H", "H", "H", "H"],
  "xyz": [[1.7707, -0.6865, 0.2854], [0.8561, -0.0037, -0.3904], [0.7318, 1.2292, 0.1377], [-0.5396, -0.6317, -0.3025], [-1.4468, -0.1999, 0.7725], [-1.5979, 0.2536, -0.5833], [1.0392, -0.0087, -1.4432], [-0.6257, -1.5936, -0.8293], [-1.0212, 0.4766, 1.5327], [-2.3498, -0.7758, 1.1210]],
  "nbo_charge": [-0.323, 0.550, -0.332, -0.017, -0.116, -0.475, 0.126, 0.191, 0.200, 0.197],
  "spin_multiplicity": 1,
  "orbital_gap_ev": 11.6,
  "smiles": "FC(F)[C@H]1CO1",
  "homo_energy_ev": -10.58,
  "mol_weight_g_mol": 94.1
}

=====

Which of them is the most stable, and which is the least stable? Q and P, in that order.

=====

## P
{
  "formula": "C6H12O",
  "method": "wB97M-V/def2-TZVPD",
  "species": ["C", "C", "C", "C", "C", "C", "H", "H", "H", "H", "H", "H", "H", "H", "H", "H", "O", "H", "H"],
  "xyz": [[2.2536, 0.8761, 0.4245], [1.3746, 0.6272, 1.4156], [0.0785, -0.0764, 1.3208], [-0.2481, -0.8706, 2.5952], [-0.6100, -0.3306, 0.2002], [-1.6733, -1.3817, 0.0198], [2.6353, 0.0473, -0.1807], [3.0228, 1.6059, 0.6541], [1.4067, 1.2243, 2.3405], [0.0448, -0.2697, 3.4623], [-1.2687, -1.2286, 2.6608], [0.3573, -1.7925, 2.7355], [-0.3266, 0.1896, -0.7240], [-1.3667, -2.3975, 0.2453], [-2.5727, -1.2453, 0.6260], [-1.8526, -1.3137, -1.0595], [-0.7404, 1.1065, -4.7013], [-1.0255, 2.0260, -4.6341], [0.0259, 1.2010, -4.1081]],
  "nbo_charge": [-0.412, -0.165, -0.060, -0.647, -0.143, -0.665, 0.207, 0.192, 0.187, 0.212, 0.215, 0.218, 0.197, 0.218, 0.223, 0.224, -0.923, 0.462, 0.462],
  "spin_multiplicity": 1,
  "orbital_gap_ev": 9.3,
  "smiles": "C=C/C(C)=C/C.O",
  "homo_energy_ev": -8.67,
  "mol_weight_g_mol": 100.2
}

=====

## Q
{
  "formula": "C6H12O",
  "method": "wB97M-V/def2-TZVPD",
  "species": ["C", "C", "C", "C", "C", "C", "O", "H", "H", "H", "H", "H", "H", "H", "H", "H", "H", "H", "H"],
  "xyz": [[1.7873, 0.7418, -1.8488], [0.8100, -0.1053, -1.1081], [0.0104, 0.3656, -0.1485], [-0.6841, -0.5060, 0.8521], [-1.7802, 0.1025, 1.7370], [0.7303, -0.6523, 1.4837], [1.2611, 0.1202, 2.2469], [1.7442, 0.5711, -2.9283], [1.5990, 1.7998, -1.6464], [2.8061, 0.5082, -1.5155], [0.8035, -1.1770, -1.3304], [0.0539, 1.4112, 0.1471], [-0.9824, -1.4793, 0.4396], [-2.7265, -0.4522, 1.6848], [-2.0055, 1.1463, 1.4931], [-1.4430, 0.0729, 2.7752], [1.2686, -1.5137, 1.0414], [-1.3454, -0.3914, -1.9139], [-1.9074, -0.5624, -1.4612]],
  "nbo_charge": [-0.642, -0.174, -0.170, -0.349, -0.615, 0.448, -0.562, 0.217, 0.216, 0.224, 0.196, 0.219, 0.223, 0.219, 0.215, 0.228, 0.115, 0.015, -0.022],
  "spin_multiplicity": 1,
  "orbital_gap_ev": 10.1,
  "smiles": "C/C=C/[C@H](C)C=O.[H][H]",
  "homo_energy_ev": -9.04,
  "mol_weight_g_mol": 100.2
}

=====

Which of them is the most stable, and which is the least stable? P and Q, in that order.

=====

## P
{
  "formula": "C6H12O",
  "method": "wB97M-V/def2-TZVPD",
  "species": ["C", "C", "C", "C", "C", "C", "H", "H", "H", "H", "H", "H", "H", "H", "H", "H", "O", "H", "H"],
  "xyz": [[-1.0770, 1.5808, -0.7649], [-1.1667, 0.5063, 0.0269], [-2.3163, 0.2832, 1.0101], [-0.1972, -0.6452, -0.1192], [0.8140, -0.5952, -0.9952], [1.6006, -1.7242, -1.5830], [-1.3971, 2.5914, -0.5243], [-0.8444, 1.6023, -1.8271], [-1.7977, -0.0598, 1.9183], [-2.9440, 1.1726, 0.9858], [-2.9115, -0.5934, 0.7326], [-0.4364, -1.4509, 0.6036], [0.8340, 0.3843, -1.4654], [1.9673, -2.4237, -0.8203], [2.3896, -1.3640, -2.2126], [0.9501, -2.3211, -2.2198], [1.8294, 0.6624, 2.0513], [1.6521, -0.2800, 1.9726], [1.7712, 0.9393, 1.1262]],
  "nbo_charge": [-0.449, 0.018, -0.646, -0.247, -0.162, -0.652, 0.198, 0.202, 0.217, 0.230, 0.224, 0.196, 0.202, 0.222, 0.220, 0.226, -0.933, 0.464, 0.472],
  "spin_multiplicity": 1,
  "orbital_gap_ev": 8.9,
  "smiles": "C=C(C)/C=C/C.O",
  "homo_energy_ev": -8.32,
  "mol_weight_g_mol": 100.2
}

=====

## Q
{
  "formula": "C6H12O",
  "method": "wB97M-V/def2-TZVPD",
  "species": ["O", "C", "C", "C", "C", "C", "C", "H", "H", "H", "H", "H", "H", "H", "H", "H", "H", "H", "H"],
  "xyz": [[-3.0260, 0.5222, 0.0797], [-2.5387, -0.5891, 0.2848], [-1.1824, -0.9089, 0.5270], [-0.1039, 0.1386, 0.2786], [-0.3536, 0.8370, -1.0715], [1.2852, -0.5003, 0.3119], [2.4434, 0.4721, 0.1456], [-3.2282, -1.3707, 0.6347], [-1.7160, -1.0432, -0.6498], [-1.0546, -1.4259, 1.4775], [-0.1847, 0.9028, 1.0640], [0.2595, 1.7126, -1.2502], [-1.3790, 1.1757, -1.0834], [-0.1656, 0.1343, -1.8898], [1.4265, -1.0084, 1.2715], [1.2845, -1.2471, -0.4854], [2.3463, 1.0370, -0.7776], [3.4059, -0.0374, 0.1709], [2.4812, 1.1986, 0.9615]],
  "nbo_charge": [-0.605, 0.215, -0.345, -0.245, -0.644, -0.385, -0.607, 0.141, 0.313, 0.263, 0.215, 0.219, 0.254, 0.196, 0.196, 0.196, 0.206, 0.214, 0.203],
  "spin_multiplicity": 1,
  "orbital_gap_ev": 9.8,
  "homo_energy_ev": -9.19,
  "mol_weight_g_mol": 100.2
}

=====

Which of them is the most stable, and which is the least stable? P and Q, in that order.